Entry 1:
55
Properties=species:S:1:pos:R:3 method="wB97M-V/def2-TZVPD" charge=-1 orbital_gap_ev="4.291 / 4.236" multiplicity=2 e_tot_ha=-5084.26100 relative_energy_kcal_mol=66.46
Br -2.03153 -2.44671 0.49788
V -0.25720 0.06631 -0.02412
S 1.78330 -1.38538 0.12534
O 0.21496 -0.17415 -1.96155
O -1.33409 -2.11491 5.66776
N -0.78086 -0.42174 1.83320
N -0.80235 1.68864 -0.24441
N 1.33721 -0.73741 -2.39786
C 1.56528 -0.64204 -3.72747
C 3.58149 -1.86227 -3.45253
C -0.78280 2.75377 -1.10828
C -2.93210 0.65931 -2.46204
C -1.78904 3.94981 -2.97416
C -1.14812 -1.53834 4.42586
C 2.40048 2.52512 -0.32984
C -3.82841 2.13764 -0.62889
C 0.28474 3.69150 -1.14202
C -1.85524 2.94027 -2.02201
C 0.93880 3.78894 1.30545
C -0.42072 0.24042 2.98540
C 2.17982 -1.35942 -1.52814
C 1.42369 3.68416 -0.13883
C 2.67791 -1.19456 -4.29477
C -3.12179 2.09960 -1.98370
C -0.70844 4.81759 -3.05688
C -1.55655 -2.22483 3.30654
C 3.33721 -1.93450 -2.10983
C -0.59952 -0.27266 4.24401
C -1.39678 -1.61021 2.08052
C 0.30449 4.68068 -2.11869
H -2.61904 4.05490 -3.66707
H 1.14515 5.36918 -2.13354
H -3.90918 0.18400 -2.59814
H 1.78838 3.80767 1.99525
H 0.79941 -0.09370 -4.25409
H -2.39859 0.62913 -3.41393
H -2.03157 -3.19129 3.38372
H 1.98959 4.60221 -0.34421
H 3.26605 2.64204 0.33043
H -4.77205 1.58587 -0.67772
H -0.67089 5.59163 -3.81314
H -0.96314 -1.52163 6.32719
H -4.04923 3.16633 -0.33398
H -2.36324 0.06868 -1.74513
H 2.76198 2.48772 -1.36061
H 0.04797 1.19978 2.82437
H -0.27714 0.32322 5.09175
H -3.20118 1.68753 0.13944
H 0.29440 2.94872 1.55790
H 4.47467 -2.31428 -3.86545
H 4.01989 -2.43233 -1.43593
H 1.94231 1.56181 -0.10445
H -3.79573 2.57723 -2.70662
H 0.36210 4.70590 1.44867
H 2.83287 -1.10225 -5.35886


Entry 2:
59
Properties=species:S:1:pos:R:3 method="wB97M-V/def2-TZVPD" charge=+2 orbital_gap_ev="6.349 / 5.957" multiplicity=5 e_tot_ha=-4671.55420 relative_energy_kcal_mol=0.00
Te 0.38013 1.52584 -2.85950
Ru 0.31801 1.06072 -0.29521
Br 1.78416 -7.95331 -0.23547
P 2.23734 2.60721 -1.65493
O -1.26876 2.83910 -0.30072
O 2.15155 4.16414 -1.61962
O 3.57076 2.17690 -2.34696
O 2.17183 2.07154 -0.24923
O 0.32383 0.93752 1.75090
N -1.94691 -4.79004 3.25495
N -1.88669 -3.65108 3.66538
N -0.83650 -0.64370 -0.01981
C -2.04495 -3.03196 0.73000
C 1.09615 -5.80206 1.47600
C 3.94881 2.68250 -3.65993
C -1.09203 -5.47398 2.42776
C 0.23561 5.54372 -2.21207
C -1.04042 -1.48278 4.03041
C -2.82533 4.56101 0.11262
C 0.25135 -5.06890 2.27207
C -1.99570 -2.64151 -0.58623
C -1.45046 -2.49252 3.13523
C -1.44960 -2.22318 1.71495
C 0.61654 -6.94161 0.82545
C -0.28216 -0.07817 2.22330
C -0.87297 -1.02025 1.29042
C -2.15638 3.26459 0.43692
C -1.55221 -6.64047 1.79973
C -1.37146 -1.44370 -0.93272
C -0.44988 -0.32328 3.60130
C -0.70734 -7.35216 0.97956
C 5.13117 1.89015 -4.16019
C 1.61881 5.08137 -2.61289
C -2.55354 2.52074 1.67382
H 0.26971 5.99707 -1.22176
H 5.99133 2.03276 -3.50861
H -2.11086 5.37305 0.27082
H 4.19936 3.73891 -3.55945
H -1.79149 2.71150 2.43560
H -0.45770 4.70189 -2.20112
H -3.09752 4.58584 -0.94290
H -2.55808 -3.94379 1.00155
H 2.31910 5.91258 -2.63542
H -2.57546 -6.95871 1.95350
H -1.33163 -1.12093 -1.96262
H -0.12111 6.28700 -2.92477
H 1.60526 4.60300 -3.59430
H -3.51645 2.83813 2.06210
H -1.06054 -8.23693 0.46890
H 0.62009 -4.20499 2.81006
H 2.13050 -5.50842 1.36186
H -3.70168 4.73871 0.72786
H -2.44758 -3.24512 -1.36046
H 4.89397 0.82873 -4.21485
H -0.08537 0.40493 4.31273
H 3.09751 2.57884 -4.34009
H -1.15298 -1.67260 5.09074
H 5.39262 2.23739 -5.15919
H -2.56371 1.44877 1.47453


Entry 3:
49
Properties=species:S:1:pos:R:3 method="wB97M-V/def2-TZVPD" charge=+2 orbital_gap_ev=7.471 multiplicity=1 e_tot_ha=-1871.80945
Ca 0.16407 -0.62354 -1.50142
P 1.77236 -1.16259 0.85960
C 2.91306 -2.52354 1.28065
C -1.86621 -1.69003 2.82252
C -2.43274 0.42800 -1.39044
C 2.32910 0.35637 1.64695
C -2.19794 -0.28162 -2.58152
C 0.02448 3.32501 -1.82358
C -0.56141 1.34891 -3.27589
C -0.44792 -2.67648 0.67022
C -0.61536 -1.15898 2.52931
C -2.40532 -2.71438 2.05468
C 1.42715 1.38205 1.94252
C -1.68663 1.58913 -1.16430
C 3.24190 2.79896 2.63354
C 4.14452 1.79642 2.31267
C 3.69391 0.58083 1.81697
C -1.28538 0.18318 -3.54335
C -1.01889 -0.65528 -4.76830
C -3.42368 -0.09089 -0.39003
C 0.12121 -1.65529 1.45610
C -1.69357 -3.21404 0.97114
C 1.88235 2.59305 2.44087
C -0.74971 2.06248 -2.08456
H 2.33104 -3.35289 1.67803
H -2.08959 -4.02849 0.37801
H 0.10281 3.92718 -2.72772
H -3.77818 0.70614 0.26119
H 5.20577 1.95275 2.45096
H 1.04330 3.09681 -1.49907
H -0.44273 3.92619 -1.04677
H -2.70660 -1.22142 -2.76565
H -0.87405 -0.03689 -5.65342
H 4.42139 -0.18430 1.57447
H -2.97117 -0.85254 0.24850
H 0.14380 1.72317 -4.01096
H 0.36341 1.25527 1.78433
H -3.37192 -3.12843 2.31031
H -0.09910 -1.24639 -4.67576
H -0.19976 -0.40422 3.18155
H -4.27816 -0.54788 -0.88550
H -1.83055 -1.35008 -4.96605
H 1.17080 3.37086 2.68642
H 3.59519 3.74104 3.03094
H -1.86190 2.15570 -0.25634
H 0.13136 -3.13282 -0.13511
H 3.45870 -2.85139 0.40042
H 3.61893 -2.20484 2.04541
H -2.41212 -1.31026 3.67743